The following is a DFT calculation (ωB97M-V/def2-TZVPD) of 4 unconnected molecules or ions with the total composition C65H69BBrCl2FN3O12S.

Structure (XYZ):
```
155
Properties=species:S:1:pos:R:3:forces:R:3
C 5.88009 -5.44922 -0.50044 0.032 0.073 -0.056
C 6.22822 -4.21486 0.34812 -0.083 -0.156 0.094
C 5.22638 -3.93224 1.47967 0.157 0.078 0.149
C 5.00812 -2.43538 1.72450 0.069 -0.042 0.100
C 3.77653 -2.12052 2.58953 0.210 -0.027 0.124
N 2.67790 -1.33074 1.90084 0.092 0.081 -0.570
C 2.64440 0.14763 2.30905 0.325 0.111 -0.055
C 3.95371 0.82741 1.82482 0.054 -0.169 0.544
C 5.25219 0.71355 2.66237 0.153 0.209 -0.169
C 5.80546 2.10526 2.99594 -0.171 -0.197 0.060
C 6.15096 2.92088 1.73856 0.104 0.067 0.353
S 5.72025 4.61444 2.06837 -0.081 -0.248 0.067
O 6.62796 5.14477 3.02651 0.075 0.149 0.076
O 4.30796 4.67533 2.27204 -0.128 0.039 0.003
Cl 6.10172 5.46961 0.28417 0.062 0.095 -0.202
C 2.53465 0.45248 3.82495 -0.137 -0.271 0.248
C 1.16881 0.53026 4.48321 0.435 -0.463 0.077
O 0.35634 1.35858 4.35021 -0.443 0.376 0.033
F 0.99062 -0.49390 5.37939 0.088 0.321 -0.132
C 1.44863 0.82440 1.61228 -0.168 0.111 -0.171
Cl 1.83542 1.36782 -0.07374 -0.021 -0.114 -0.081
O 0.27675 0.11695 1.69316 0.276 -0.115 0.485
C 0.18139 -1.24561 1.25577 0.066 -0.067 -0.496
C 0.19114 -1.30444 -0.29222 0.294 0.100 -0.115
N -0.67007 -0.31494 -0.90121 -0.353 -0.297 -0.061
C -0.43470 -0.16083 -2.33996 -0.248 0.079 -0.004
C -1.26962 -1.55023 1.71693 -0.105 0.521 0.089
Br -1.98605 -3.24415 1.07816 0.011 -0.108 0.019
C -1.68264 -1.25394 3.17034 -0.222 -0.013 -0.053
C -2.74372 -0.15492 3.21228 0.234 0.137 -0.074
C 1.31934 -2.14064 1.88209 -0.412 -0.267 0.863
C 1.53846 -3.41386 1.05981 0.462 -0.003 -0.191
B 2.09652 -3.35157 -0.42583 -0.025 0.021 -0.023
O 3.11098 -2.46157 -0.73106 -0.442 0.390 0.103
O 1.61643 -4.18305 -1.40966 0.278 0.050 0.077
N 1.02133 -2.45874 3.26187 0.193 -0.286 -0.303
C 1.10335 -3.79626 3.86182 0.142 -0.178 0.278
C -0.06720 -4.74090 3.63077 0.064 -0.053 0.201
H 6.03271 -5.25397 -1.56156 0.041 -0.023 0.007
H 4.83490 -5.74196 -0.37297 0.018 0.003 -0.008
H 6.49744 -6.30824 -0.24307 -0.071 -0.036 0.057
H 6.30366 -3.33361 -0.29255 -0.049 -0.018 -0.016
H 7.21249 -4.36385 0.79390 0.066 0.154 -0.109
H 4.27925 -4.44212 1.28952 -0.027 0.095 -0.150
H 5.60958 -4.35669 2.41236 -0.147 -0.135 -0.012
H 4.97801 -1.90419 0.77415 -0.128 0.030 -0.063
H 5.88519 -2.05684 2.25073 0.018 0.048 -0.059
H 3.33614 -3.03367 2.97001 -0.067 -0.001 -0.074
H 4.08490 -1.56328 3.46373 -0.094 0.077 0.019
H 2.96327 -1.28747 0.90997 -0.112 -0.079 -0.017
H 3.68526 1.88726 1.82082 0.001 -0.013 -0.279
H 4.15023 0.52445 0.79806 -0.086 0.127 -0.039
H 5.13870 0.18525 3.60775 -0.084 -0.057 -0.022
H 6.00302 0.17104 2.08776 -0.017 -0.091 0.046
H 6.68296 2.01561 3.63443 0.039 0.037 -0.056
H 5.04847 2.62592 3.58867 0.033 0.077 -0.035
H 7.22069 2.90555 1.53926 -0.039 -0.031 -0.198
H 5.58050 2.63609 0.85607 0.051 -0.037 -0.015
H 3.16536 -0.19387 4.42907 -0.018 -0.061 -0.033
H 2.93537 1.46143 3.94156 -0.020 0.011 -0.045
H 1.26299 1.75627 2.14125 -0.029 0.047 -0.083
H -0.08096 -2.32034 -0.61107 0.038 -0.030 0.115
H 1.20339 -1.12249 -0.65349 -0.082 0.158 0.045
H -1.63297 -0.61667 -0.80495 -0.015 0.069 0.064
H -1.40128 -0.02507 -2.82451 0.046 0.086 -0.051
H 0.16221 0.72915 -2.54679 0.162 -0.114 0.012
H 0.02542 -1.04451 -2.79831 0.075 0.041 0.017
H -1.83249 -0.83801 1.11797 0.025 -0.006 -0.037
H -0.82930 -0.94986 3.76492 -0.045 -0.089 -0.061
H -2.09464 -2.15744 3.61742 0.170 -0.035 0.100
H -3.65009 -0.45607 2.68366 -0.040 -0.025 0.089
H -2.36264 0.75253 2.73783 -0.010 -0.019 -0.018
H -2.98453 0.10570 4.24244 -0.135 -0.096 -0.012
H 0.60344 -3.96782 1.03819 -0.089 0.096 0.024
H 2.24000 -4.06285 1.59195 -0.066 -0.024 0.123
H 3.11793 -2.24072 -1.67278 0.325 -0.300 -0.026
H 1.94713 -5.08639 -1.38867 -0.237 -0.069 -0.102
H 1.39731 -1.79417 3.91451 -0.259 0.066 -0.059
H 2.04136 -4.32939 3.64732 -0.029 0.033 -0.130
H 1.15031 -3.61042 4.93722 -0.034 0.133 -0.032
H -1.01653 -4.22529 3.75423 -0.009 0.015 -0.089
H -0.02037 -5.51949 4.39510 0.016 -0.030 -0.054
H -0.04556 -5.24079 2.66482 -0.073 0.100 -0.063
C 4.84773 11.56023 -6.61087 0.004 -0.008 0.007
C 4.25503 12.68973 -6.05710 0.000 0.000 0.012
C 4.25401 12.87308 -4.68485 -0.006 0.023 -0.058
C 4.84080 11.92290 -3.85811 0.009 -0.013 0.024
C 5.42393 10.78198 -4.41310 -0.002 -0.009 0.027
C 5.43021 10.60812 -5.79195 -0.018 0.021 -0.055
C 6.03346 9.73042 -3.55096 0.002 0.010 0.011
O 6.54456 8.73928 -4.02798 -0.014 -0.015 -0.005
C 5.98574 9.93524 -2.07365 -0.005 0.013 -0.027
C 6.51161 8.95359 -1.24264 0.013 -0.037 0.061
C 6.48530 9.12243 0.13032 0.017 0.011 0.026
C 5.94085 10.27691 0.68305 -0.013 0.012 -0.034
C 5.41621 11.25862 -0.13992 0.003 -0.025 0.060
C 5.43175 11.08931 -1.51952 -0.014 0.004 -0.032
C 4.83943 12.15218 -2.38435 0.014 -0.011 0.001
O 4.37302 13.16153 -1.90407 -0.018 0.006 0.003
H 4.85288 11.42353 -7.68421 -0.003 0.002 -0.001
H 3.79471 13.42890 -6.69932 0.006 0.003 -0.003
H 3.80291 13.74820 -4.23777 0.015 -0.005 0.030
H 5.89352 9.72299 -6.20555 0.003 -0.015 0.030
H 6.93772 8.06620 -1.69170 0.010 0.020 -0.033
H 6.89290 8.35598 0.77637 0.013 0.016 0.013
H 5.92507 10.40776 1.75700 0.007 0.000 0.001
H 4.98744 12.16264 0.27023 -0.012 0.011 -0.031
C -7.14220 0.70547 1.16202 0.013 -0.001 -0.008
C -8.42443 1.13152 0.83334 -0.001 -0.001 -0.012
C -8.80726 1.22584 -0.49382 -0.009 -0.005 0.064
C -7.90613 0.90120 -1.50011 0.015 -0.010 -0.025
C -6.61423 0.48707 -1.17148 0.005 0.009 -0.031
C -6.23961 0.38471 0.16312 -0.023 0.014 0.055
C -5.61715 0.16167 -2.22910 -0.040 -0.014 0.025
O -4.49618 -0.20769 -1.94013 0.171 -0.017 0.013
C -6.03958 0.30798 -3.64996 -0.001 0.002 0.028
C -5.11866 0.05133 -4.65883 0.010 -0.010 -0.057
C -5.49356 0.17078 -5.98582 0.001 -0.002 0.009
C -6.79305 0.54199 -6.31297 -0.007 -0.001 0.010
C -7.71472 0.80118 -5.31295 0.014 -0.001 -0.059
C -7.34096 0.69046 -3.97955 -0.006 0.011 0.034
C -8.34855 0.99583 -2.92184 0.011 -0.009 0.003
O -9.48232 1.31012 -3.20715 -0.007 0.013 -0.001
H -6.84877 0.62601 2.20059 -0.004 0.001 0.004
H -9.12621 1.38859 1.61566 -0.001 -0.006 0.003
H -9.80195 1.54963 -0.76746 0.003 -0.010 -0.033
H -5.23804 0.05382 0.40132 0.011 -0.002 -0.033
H -4.11360 -0.24137 -4.38824 -0.008 -0.009 0.031
H -4.77437 -0.02654 -6.76983 -0.003 -0.003 -0.003
H -7.08552 0.63009 -7.35088 0.003 0.002 -0.002
H -8.72888 1.09285 -5.54869 -0.007 0.009 0.032
C -10.23440 -7.13560 0.68918 0.009 0.006 0.001
C -10.16125 -8.44651 0.23127 0.011 -0.004 -0.003
C -8.95082 -8.97020 -0.19006 -0.059 -0.007 0.016
C -7.80727 -8.18141 -0.16224 0.030 0.009 0.000
C -7.88321 -6.86032 0.28526 0.023 0.004 -0.018
C -9.09916 -6.34367 0.71627 -0.060 -0.011 0.006
C -6.68185 -5.98015 0.29826 0.010 -0.012 -0.001
O -6.73587 -4.83649 0.69691 -0.005 0.011 0.009
C -5.39835 -6.55592 -0.20374 -0.042 -0.009 0.013
C -4.27256 -5.74313 -0.24911 0.094 0.031 -0.019
C -3.06887 -6.25589 -0.70000 0.009 -0.014 -0.010
C -2.98101 -7.58448 -1.10405 -0.029 -0.005 0.022
C -4.10088 -8.39691 -1.06397 0.068 0.008 -0.014
C -5.31394 -7.88391 -0.61923 -0.031 -0.005 0.000
C -6.51421 -8.77380 -0.60768 0.009 0.015 0.006
O -6.43286 -9.93212 -0.95166 -0.004 -0.010 -0.009
H -11.18101 -6.73161 1.02286 -0.003 -0.001 -0.003
H -11.05181 -9.06030 0.20435 -0.001 0.000 0.007
H -8.87549 -9.98903 -0.54431 0.033 0.000 0.001
H -9.13922 -5.32120 1.06578 0.030 0.008 -0.014
H -4.36063 -4.71188 0.06587 -0.059 -0.005 0.008
H -2.19311 -5.61967 -0.74420 0.000 0.002 -0.022
H -2.03841 -7.98482 -1.45433 -0.001 0.003 -0.007
H -4.05490 -9.43087 -1.37735 -0.036 -0.004 0.000
```
Positions in Å, forces in eV/Å.

For the maximum force, the calculation gives 1.0 eV/Å. The calculation puts the HOMO-LUMO gap at 8.56 eV. As for the highest occupied orbital energy: -10.84 eV. Its total energy is -206879.0810 eV. The net charge is +1.

Atomic partial charges in e from the Mulliken method, atoms 1 to 4: number 1, C, carries -1.2121; number 2, C, carries -0.5319; number 3, C, carries -0.6223; number 4, C, carries -1.5868